Here is a 6-piece molecular cluster, C18H45O15P3 overall from the Open Molecules 2025 dataset. Energies are from ωB97M-V/def2-TZVPD.

```
81
Properties=species:S:1:pos:R:3:forces:R:3:lowdin_charge:R:1
C -1.8696 1.3662 -4.5329 0.981 2.812 -1.986 -0.177
O -2.1316 0.0832 -4.1969 0.772 -4.931 1.264 -0.219
P -0.9516 -0.7858 -3.3819 -0.799 0.866 4.113 0.611
O 0.1824 0.0632 -2.8949 -1.045 -0.510 -1.340 -0.248
O -1.9756 -1.1988 -2.1659 -0.043 -0.025 -3.597 -0.212
C -1.6396 -1.0918 -0.8359 3.152 1.624 0.410 -0.130
O -0.4056 -2.2578 -3.8219 -1.503 1.017 -1.725 -0.222
C 0.9264 -2.6728 -3.5549 0.025 -3.346 3.572 -0.110
H -2.6266 1.6872 -5.3489 1.268 -0.355 1.514 0.129
H -0.8526 1.3332 -4.9409 -0.216 0.936 -0.455 0.051
H -1.8016 2.0842 -3.6769 -0.567 -0.628 -0.504 0.094
H -1.7176 -0.0598 -0.4689 0.524 0.177 -0.363 0.095
H -0.6116 -1.4738 -0.6779 -0.669 0.279 0.435 0.073
H -2.3376 -1.5388 -0.2419 -1.849 -1.978 1.200 0.037
H 1.6594 -2.0178 -3.8119 1.702 2.408 -1.055 0.025
H 1.3354 -3.7198 -3.9639 -2.053 2.108 0.521 0.140
H 0.9784 -2.7198 -2.3819 0.196 -0.260 -2.109 0.104
C 1.7104 2.5172 -4.8189 -8.981 -1.598 -0.621 -0.055
O 1.3094 3.0052 -3.4929 -0.611 -1.401 -2.164 -0.225
P 2.0914 2.3562 -2.3179 6.121 3.061 5.527 0.468
O 3.2474 3.2682 -1.9119 -1.534 -1.039 -1.527 -0.303
O 1.2134 2.4272 -0.9099 -1.988 -0.668 -1.945 -0.237
C -0.0756 3.1302 -0.9509 -0.218 1.719 -4.047 -0.109
O 2.8534 0.9392 -2.5029 -3.184 -0.258 -0.139 -0.266
C 4.1714 0.8232 -2.9909 0.915 -0.528 2.179 -0.116
H 2.6424 2.5542 -5.0059 6.921 0.551 -0.712 -0.009
H 1.1704 3.1492 -5.6429 0.788 -1.077 1.873 0.136
H 1.3504 1.3892 -4.9349 0.706 2.401 0.304 0.120
H -0.9926 2.6082 -0.7289 0.327 -0.920 1.174 0.059
H -0.3586 3.3302 -2.1209 0.908 -0.077 2.705 0.109
H -0.0506 4.1642 -0.4839 0.398 -1.507 -0.227 0.100
H 4.3794 -0.2378 -3.1719 -0.454 0.351 -0.839 0.094
H 4.9144 1.0602 -2.2179 -0.417 0.259 0.285 0.093
H 4.3484 1.5552 -3.7129 0.402 0.535 -1.795 0.058
C 0.7334 1.8312 2.1321 -2.112 -0.363 1.083 -0.069
O 1.1624 0.6932 2.9081 2.340 -0.537 -0.044 -0.207
P 1.6434 -0.6298 2.1011 -5.304 -0.852 -3.040 0.453
O 0.3804 -1.1898 1.4511 1.784 0.861 0.702 -0.296
O 2.7334 -0.3958 0.9591 0.013 1.669 2.909 -0.202
C 2.8664 -1.3508 -0.0349 2.406 -1.255 -2.551 -0.126
O 2.1304 -1.7168 3.0981 1.730 0.241 1.622 -0.215
C 1.5444 -1.7278 4.4311 -1.435 -1.300 -0.446 -0.065
H 1.4854 2.5312 1.9221 1.359 0.469 -0.512 0.082
H -0.0826 2.3782 2.6411 0.543 -0.493 0.540 0.086
H 0.2074 1.4342 1.3071 -0.048 -0.201 -1.504 0.052
H 2.8994 -2.3938 0.3821 0.715 0.900 -0.348 0.090
H 3.8364 -1.0148 -0.7559 -2.611 -1.208 2.301 0.154
H 2.0004 -1.3648 -0.6639 -0.560 0.385 -0.544 0.043
H 1.8064 -2.6738 4.9981 0.171 1.179 -1.006 0.106
H 0.4264 -1.7948 4.2231 1.228 0.495 0.792 0.102
H 1.8774 -0.8328 4.9511 -0.340 -0.127 0.185 0.082
C 1.0384 -6.1928 2.5871 0.840 2.571 0.437 -0.017
C 1.4304 -5.2238 1.4031 2.020 0.102 -0.858 -0.442
C 0.3784 -4.4538 0.6741 -0.711 1.455 5.755 -0.023
O 2.6024 -5.0668 1.0531 -1.398 -0.644 0.992 0.029
H 0.9814 -7.2258 2.2511 0.237 0.030 0.083 0.068
H 0.0374 -5.8598 2.9671 0.891 -0.468 -0.130 0.074
H 1.8734 -5.9808 3.3811 -1.679 -0.867 -1.373 0.113
H -0.1096 -3.6478 1.3801 1.073 -1.361 -1.295 0.130
H -0.3706 -5.0608 0.4131 -3.481 -2.995 -0.090 0.035
H 0.4764 -4.0708 -0.2359 2.218 2.293 -3.575 0.019
C -4.1076 -2.8328 2.8141 -2.107 4.046 -0.217 -0.006
C -3.7766 -1.5918 2.0701 -5.426 2.310 -3.497 -0.453
C -2.8056 -0.6478 2.6141 1.420 0.749 2.098 -0.045
O -4.5986 -1.2578 1.1221 3.516 -1.284 3.085 -0.008
H -3.8286 -2.6908 3.8041 -0.540 0.893 2.467 0.070
H -3.4536 -3.5338 2.6941 3.539 -4.915 -2.080 0.022
H -5.1336 -3.0148 2.6051 -0.577 -0.775 0.140 0.096
H -3.1616 -0.1998 3.6891 1.215 -2.130 -1.890 0.154
H -2.6986 0.3332 2.1821 -0.156 -0.064 -1.315 0.057
H -1.8166 -1.2228 2.4741 -0.816 1.247 1.210 0.095
C -1.4346 5.2372 3.3641 -1.575 -2.562 -3.499 0.004
C -2.3846 4.6892 2.1801 2.691 -3.546 2.318 -0.408
C -2.6176 5.4982 0.9721 3.993 3.069 -0.687 -0.033
O -2.6506 3.4572 2.1951 0.057 3.605 -0.196 0.003
H -1.0656 4.4062 3.9641 -0.574 0.804 0.586 0.088
H -1.9796 6.0842 3.5171 -2.457 1.992 3.075 0.040
H -0.7186 5.8802 2.9631 2.462 -0.025 -1.404 0.046
H -2.6416 4.7532 0.2571 0.314 -1.232 -2.084 0.040
H -1.7666 6.4632 0.6411 -1.905 -3.396 1.357 0.190
H -3.4356 6.0702 0.7661 -2.937 1.237 0.520 0.031
```
Forces are in eV/Å.

Largest force on an atom = 9.14 eV Å⁻¹
HOMO energy = -9.1 eV
SMILES = COP(=O)(OC)OC.COP(=O)(OC)OC.COP(=O)(OC)OC.CC(C)=O.CC(C)=O.CC(C)=O
LUMO = 0.44 eV
ΔE to the lowest compared entry with this formula, charge and spin = 1.262 eV
Frontier orbital gap = 9.5490 eV



Here is C28H26BrCl4O2RuSb2 as an isolated structure from the Open Molecules 2025 dataset. Energies are from ωB97M-V/def2-TZVPD.

```
64
Properties=species:S:1:pos:R:3:forces:R:3:lowdin_spin:R:1
Ru 1.4864 1.0538 -0.7607 2.449 -0.523 1.396 0.751
Cl 6.4936 -1.1737 -1.3965 0.075 -0.003 -0.024 0.005
C 4.9083 -1.2864 -0.7677 -0.010 0.019 0.035 0.008
C 4.7040 -1.8405 0.4982 -0.064 -0.081 0.035 0.012
Cl 6.0359 -2.3264 1.4525 0.066 -0.026 0.010 0.006
C 3.3990 -2.0412 0.9581 0.058 0.159 -0.493 0.015
Cl 3.1406 -2.8156 2.4669 -0.045 -0.158 0.239 0.006
C 2.3250 -1.5741 0.2112 -0.334 -0.228 0.114 0.106
O 0.4179 0.4314 0.3482 -2.991 -0.788 1.941 0.272
C 2.5545 -0.7909 -0.9196 0.520 -0.287 0.471 0.299
O 2.1081 1.7480 -2.0593 0.628 1.740 -3.734 -0.003
C 3.8320 -0.7591 -1.4842 -0.195 -0.020 -0.052 0.046
Cl 4.1130 -0.0742 -3.0324 -0.003 0.073 -0.022 0.007
Br 4.1470 1.8301 0.7853 -0.072 0.168 -0.187 0.087
C 3.6628 3.5879 0.2105 0.149 -0.185 0.071 0.008
C 4.6489 4.5108 0.0243 -0.021 -0.152 0.028 0.000
C 4.2982 5.8470 -0.2425 -0.062 0.074 -0.017 0.003
C 2.9865 6.2259 -0.2382 0.027 0.118 0.005 0.003
C 1.9549 5.2832 -0.0313 0.073 -0.297 0.006 0.013
C 0.5935 5.6662 0.0392 -0.135 -0.013 0.007 -0.002
C -0.3854 4.7419 0.2601 0.015 0.135 -0.063 0.018
C -0.0584 3.3701 0.3217 0.037 -0.314 0.028 0.054
C 1.2366 2.9681 0.1714 -0.060 0.595 0.280 0.334
C 2.2919 3.9071 0.1204 0.065 0.180 0.068 0.039
H 5.6869 4.2186 0.1015 0.000 0.022 0.010 0.001
H 5.0806 6.5726 -0.4164 -0.011 0.013 0.020 0.000
H 2.7109 7.2623 -0.3892 0.029 -0.003 -0.008 0.001
H 0.3435 6.7148 -0.0624 0.013 0.002 0.027 0.000
H -1.4204 5.0415 0.3623 0.015 0.034 -0.018 0.003
H -0.8440 2.6416 0.4689 -0.021 -0.007 -0.024 0.005
C -3.4826 1.2813 0.5048 0.291 -0.349 0.133 0.095
Sb -2.0667 -0.0360 -0.4981 -1.211 -0.322 -0.837 0.306
C -1.6515 1.2649 -2.1787 0.205 -0.286 0.274 0.053
C -3.6437 -1.3320 -1.4622 0.721 0.581 0.329 0.087
C -3.9637 -2.4021 -0.5029 -0.029 -0.309 0.224 0.118
C -4.9625 -2.1990 0.4444 0.055 0.018 -0.098 -0.012
C -5.2451 -3.1398 1.4222 0.050 -0.042 0.048 0.147
C -4.5047 -4.3245 1.4767 -0.075 0.010 0.047 -0.006
C -3.5140 -4.5577 0.5573 0.100 0.011 -0.058 0.112
C -3.2014 -3.6195 -0.4673 -0.276 0.214 0.198 0.052
C -2.1897 -3.9059 -1.3820 0.022 -0.190 -0.257 0.471
Sb 0.3020 -2.3756 0.4066 0.194 0.110 0.450 0.266
C -0.3057 -2.1297 2.4545 0.013 -0.064 -0.336 0.022
C 0.8824 -4.4628 0.3882 -0.330 0.210 -0.197 0.080
H -4.2562 1.5117 -0.2272 0.053 -0.035 -0.063 0.013
H -3.0195 2.2003 0.8539 0.090 -0.028 -0.018 0.001
H -3.9157 0.7523 1.3510 -0.019 0.021 -0.008 0.000
H -2.1026 0.8354 -3.0710 -0.031 -0.032 0.022 0.003
H -0.5768 1.3422 -2.3343 -0.021 0.062 -0.156 0.008
H -2.0550 2.2574 -1.9929 -0.027 -0.009 0.069 0.003
H -3.2453 -1.6652 -2.4163 -0.035 0.045 -0.011 0.005
H -4.4537 -0.6187 -1.6060 -0.081 -0.076 -0.071 0.009
H -5.5370 -1.2800 0.4035 -0.029 -0.018 0.004 -0.003
H -6.0323 -2.9578 2.1411 -0.009 0.004 -0.019 0.009
H -4.7246 -5.0616 2.2375 0.017 -0.004 -0.008 -0.003
H -2.9482 -5.4816 0.5916 -0.024 -0.006 -0.010 0.004
H -1.9711 -3.2804 -2.2348 0.033 0.039 0.061 0.028
H -1.6976 -4.8694 -1.3501 0.040 0.049 0.036 0.024
H 0.2044 -2.8466 3.0907 0.038 0.000 0.005 0.002
H -1.3816 -2.3058 2.4814 0.007 0.009 0.038 0.001
H -0.0867 -1.1115 2.7678 0.020 0.003 -0.013 0.000
H 0.0153 -5.0514 0.6854 -0.003 0.025 -0.004 0.001
H 1.6963 -4.6282 1.0845 0.063 0.077 0.071 0.009
H 1.1819 -4.7437 -0.6196 -0.007 0.029 0.005 0.000
```
Forces are in eV/Å.

Net charge = +1
Largest force on an atom = 4.17 eV Å⁻¹
HOMO energy (spin up / spin down) = -9.8 / -11.0 eV
LUMO (spin up / spin down) = -3.87 / -5.60 eV
ΔE to the lowest compared entry with this formula, charge and spin = 6.923 eV
Frontier orbital gap (spin up / spin down) = 5.9462 / 5.3951 eV
2S+1 = 5
Expectation value of S² = 6.08



Here is an isolated ion of composition C5H9N2 and charge +1 from the Open Molecules 2025 dataset. Energies are from ωB97M-V/def2-TZVPD.

```
16
Properties=species:S:1:pos:R:3:forces:R:3:lowdin_charge:R:1
C 1.9603 -0.3003 -0.3913 2.008 0.003 0.870 -0.111
N 0.8837 0.5249 -0.4949 -5.269 0.494 -3.250 -0.069
C 0.3365 0.8603 0.7905 -0.817 -2.926 -0.615 -0.081
N -1.0386 0.3308 0.4892 -1.045 -1.075 2.340 -0.039
C -1.7086 0.6874 -0.7058 -1.357 1.628 -1.983 -0.009
C -0.6586 -0.3710 -0.9118 3.113 2.345 1.643 0.106
C -1.0190 -1.1322 0.3408 1.366 0.262 -0.871 0.029
H 2.6928 0.5208 -0.3316 1.007 -0.882 0.968 0.140
H 1.7859 -0.9384 0.4785 1.300 -0.418 0.092 0.088
H 2.2524 -0.8404 -1.2490 -0.139 -0.624 -1.134 0.100
H 0.6919 0.0669 1.4595 0.074 0.990 0.929 0.125
H 0.3920 1.8430 1.1538 -0.010 1.316 0.317 0.135
H -1.6293 1.7902 -0.9140 0.407 -1.425 -0.390 0.169
H -2.7361 0.3043 -0.9358 0.861 0.262 1.022 0.161
H -1.9306 -1.6317 0.3577 -1.865 -0.312 -0.050 0.119
H -0.2746 -1.7148 0.8641 0.366 0.360 0.112 0.135
```
Forces are in eV/Å.

Net charge = +1
Largest force on an atom = 6.21 eV Å⁻¹
HOMO energy = -14.4 eV
SMILES = CN1C[N@+]23C[C@@]12C3
LUMO = -4.77 eV
ΔE to the lowest compared entry with this formula, charge and spin = 7.709 eV
Frontier orbital gap = 9.5941 eV



Here is a 5-piece molecular cluster, C2H15NO4 overall from the Open Molecules 2025 dataset. Energies are from ωB97M-V/def2-TZVPD.

```
22
Properties=species:S:1:pos:R:3:forces:R:3:lowdin_spin:R:1
C -1.5738 0.7526 0.5461 -0.192 0.360 -2.630 0.092
N -0.4823 1.1964 1.3715 -0.177 -0.376 0.564 0.006
C 0.7311 1.4996 0.6172 -0.188 0.078 0.453 0.071
H -1.9206 1.5147 -0.1863 0.083 0.272 0.415 0.051
H -2.5074 0.3367 0.9177 0.339 -0.052 1.106 0.008
H -1.2017 0.0215 -0.1792 0.139 -0.393 0.419 0.023
H -0.7333 1.9931 1.9307 -0.201 0.168 0.060 0.004
H 0.6112 2.1480 -0.2602 -0.274 -0.062 -0.029 0.038
H 1.3826 2.0304 1.3155 0.312 -0.203 -0.148 0.005
H 1.1767 0.5605 0.2940 0.215 0.033 -0.065 0.012
H 1.0338 -2.1553 3.6605 0.209 0.050 0.233 0.002
H 0.5795 -0.8779 3.0724 0.121 0.469 0.071 0.001
O 1.1248 -1.2050 3.8063 -0.395 -0.388 -0.438 0.006
H 0.4365 -3.3151 0.4517 -0.671 0.714 0.003 0.006
H 0.4942 -2.1752 -0.5174 -0.517 0.250 -0.013 0.009
O -0.0474 -2.4850 0.2402 1.191 -0.945 -0.073 0.032
H -0.5323 1.3433 -2.2161 0.064 0.043 -0.469 0.057
H -0.8880 1.5901 -3.6835 -0.151 0.039 -0.192 0.109
O -0.3003 1.0472 -3.1265 0.080 -0.144 0.648 0.299
H 1.3197 -1.6742 -3.1905 -0.214 0.207 1.154 0.027
H 0.3030 -0.7489 -2.5674 0.281 0.035 0.221 0.030
O 0.9943 -1.3973 -2.2968 -0.055 -0.155 -1.291 0.110
```
Forces are in eV/Å.

Net charge = -1
Largest force on an atom = 2.66 eV Å⁻¹
HOMO energy (spin up / spin down) = 0.7 / -5.8 eV
LUMO (spin up / spin down) = 3.23 / 3.10 eV
ΔE to the lowest compared entry with this formula, charge and spin = 0.543 eV
Frontier orbital gap (spin up / spin down) = 2.5351 / 8.8659 eV
2S+1 = 2
Expectation value of S² = 0.75